# 1
67
Properties=species:S:1:pos:R:3:lowdin_charge:R:1 method="wB97M-V/def2-TZVPD" homo_ev=-12.2 charge=+1 largest_force_ha_per_bohr=0.047 homo_lumo_gap_ev=7.72
O -2.60 1.41 -2.30 -0.375
S -3.36 0.30 -2.78 0.638
O -4.61 0.64 -3.40 -0.352
C -3.78 -0.79 -1.40 -0.216
N -2.92 -0.65 -0.26 0.047
C -1.59 -0.85 -0.37 -0.351
N -0.91 -1.17 -1.45 0.217
C 0.40 -1.24 -1.09 -0.284
C 1.51 -1.55 -2.03 -0.148
C 2.64 -2.38 -1.41 -0.253
C 3.47 -3.17 -2.46 -0.196
C 4.93 -2.72 -2.47 -0.270
S 5.82 -3.12 -0.99 0.316
O 7.06 -2.42 -1.06 -0.325
O 5.07 -2.83 0.19 -0.363
Cl 6.22 -5.11 -1.02 0.414
N 0.47 -0.94 0.20 -0.409
I 2.08 -0.77 1.47 1.198
N -0.76 -0.69 0.69 0.106
H -2.68 -0.45 -3.69 0.060
H -3.85 -1.81 -1.79 0.120
H -4.77 -0.48 -1.10 0.121
H -3.26 -0.38 0.64 0.124
H 1.07 -2.12 -2.83 0.088
H 1.87 -0.63 -2.48 0.107
H 3.34 -1.68 -0.97 0.032
H 2.32 -3.02 -0.60 0.097
H 3.44 -4.22 -2.17 0.111
H 3.09 -3.04 -3.47 0.086
H 5.06 -1.67 -2.70 0.120
H 5.42 -3.26 -3.28 0.109
H -0.95 -0.45 1.65 0.093
C -0.69 1.73 4.38 -1.478
Cl -0.59 3.45 4.06 0.556
Cl -2.33 1.11 4.14 0.560
Cl 0.45 0.84 3.34 0.385
H -0.41 1.56 5.42 -0.038
C -7.56 1.96 -4.57 -1.569
Cl -9.00 2.92 -4.24 0.529
Cl -7.90 0.24 -4.38 0.517
Cl -6.94 2.29 -6.19 0.528
H -6.79 2.23 -3.86 -0.006
C -3.80 3.64 1.87 -1.565
Cl -5.53 3.83 2.13 0.552
Cl -3.50 2.48 0.56 0.547
Cl -3.04 5.18 1.52 0.550
H -3.37 3.24 2.78 -0.067
C 1.12 4.20 7.56 -1.516
Cl -0.33 5.16 7.88 0.516
Cl 0.76 2.47 7.68 0.543
Cl 1.77 4.59 5.97 0.512
H 1.86 4.44 8.30 0.017
C 8.41 -8.71 -1.73 -1.545
Cl 6.73 -8.33 -1.31 0.489
Cl 8.48 -9.72 -3.16 0.538
Cl 9.34 -7.23 -1.96 0.526
H 8.84 -9.26 -0.90 0.014
C 0.64 0.03 -5.82 -1.510
Cl -0.14 0.75 -4.41 0.578
Cl 1.76 -1.25 -5.32 0.570
Cl -0.55 -0.58 -6.96 0.567
H 1.22 0.80 -6.31 0.019
C -3.74 7.44 7.67 -1.542
Cl -3.33 9.09 7.22 0.539
Cl -3.48 6.33 6.32 0.500
Cl -2.82 6.92 9.09 0.508
H -4.79 7.41 7.93 0.013

***

# 2
42
Properties=species:S:1:pos:R:3:lowdin_charge:R:1 method="wB97M-V/def2-TZVPD" homo_ev=-11.5 charge=+1 largest_force_ha_per_bohr=0.031 smiles="CCOCCC[NH2+]CC(=O)Nc1ccc(OC(F)(F)F)cc1" homo_lumo_gap_ev=8.79
C -2.17 -1.45 2.97 -0.053
C -2.68 -0.05 2.70 -0.242
O -3.35 -0.05 1.44 -0.213
C -3.79 1.23 1.01 -0.191
C -4.39 1.10 -0.39 -0.123
C -3.34 0.64 -1.39 -0.125
N -2.83 -0.70 -1.00 0.023
C -1.60 -1.12 -1.67 -0.028
C -0.42 -0.52 -0.86 -0.429
O -0.66 0.01 0.20 0.079
N 0.78 -0.68 -1.44 0.146
C 2.04 -0.28 -0.96 -0.210
C 2.22 0.35 0.27 0.006
C 3.49 0.71 0.68 0.030
C 4.59 0.45 -0.13 -0.195
O 5.81 0.86 0.38 0.145
C 6.93 0.67 -0.30 -0.732
F 6.94 1.28 -1.50 0.168
F 7.20 -0.62 -0.55 0.168
F 7.94 1.15 0.40 0.201
C 4.42 -0.19 -1.35 0.013
C 3.15 -0.55 -1.76 -0.002
H -1.72 -1.49 3.96 0.086
H -1.42 -1.73 2.24 0.066
H -2.99 -2.16 2.93 0.083
H -1.84 0.66 2.65 0.124
H -3.38 0.28 3.48 0.131
H -2.94 1.93 1.00 0.138
H -4.54 1.62 1.71 0.139
H -5.21 0.39 -0.35 0.129
H -4.79 2.06 -0.69 0.133
H -2.49 1.33 -1.38 0.142
H -3.75 0.60 -2.40 0.139
H -2.65 -0.57 0.07 0.141
H -3.58 -1.39 -1.10 0.190
H -1.58 -0.77 -2.70 0.142
H -1.52 -2.21 -1.66 0.148
H 0.82 -1.15 -2.33 0.156
H 1.38 0.56 0.90 0.104
H 3.65 1.21 1.62 0.131
H 5.25 -0.41 -2.00 0.122
H 3.02 -1.04 -2.71 0.119

***

# 3
54
Properties=species:S:1:pos:R:3:lowdin_charge:R:1 method="wB97M-V/def2-TZVPD" homo_ev=0.5 charge=-2 largest_force_ha_per_bohr=0.038 homo_lumo_gap_ev=1.22
C 4.93 -0.42 2.23 -0.006
C 4.57 0.00 0.82 -0.361
C 3.63 -0.95 0.14 -0.114
O 2.41 -1.15 0.88 0.004
C 1.33 -0.49 0.40 -0.535
O 0.65 0.26 1.05 0.128
C 0.95 -0.86 -1.04 -0.375
S -0.50 -1.93 -1.06 0.975
C -1.87 -0.86 -0.91 -0.626
N -1.96 0.42 -0.85 0.007
N -3.21 0.81 -0.77 0.009
N -3.97 -0.34 -0.79 -0.128
C -5.37 -0.48 -0.75 -0.163
C -6.05 0.85 -0.99 -0.189
O -6.02 1.74 0.11 -0.097
C -7.24 1.91 0.76 -0.109
C -7.45 0.90 1.89 -0.584
F -8.36 -0.05 1.56 0.114
F -7.97 1.54 2.98 0.104
F -6.33 0.30 2.28 0.167
N -3.13 -1.46 -0.85 -0.074
C -3.52 -2.81 -0.82 -0.181
C -3.98 -3.22 0.59 -0.272
O -3.33 -2.99 1.58 0.034
O 3.99 1.31 0.79 0.027
C 4.85 2.27 0.34 -0.509
O 5.03 3.29 0.98 0.097
C 5.51 2.09 -1.01 -0.469
S 4.68 3.06 -2.30 0.721
H 5.11 -1.49 2.22 0.085
H 5.87 0.05 2.48 0.083
H 4.17 -0.15 2.95 0.084
H 5.49 -0.05 0.24 0.081
H 4.12 -1.92 0.03 0.139
H 3.44 -0.55 -0.85 0.124
H 1.72 -1.47 -1.49 0.060
H 0.81 0.02 -1.64 0.093
H -5.69 -1.13 -1.56 0.114
H -5.70 -0.96 0.19 0.113
H -7.07 0.63 -1.31 0.116
H -5.54 1.32 -1.82 0.119
H -7.22 2.89 1.22 0.136
H -8.08 1.87 0.08 0.130
H -4.32 -2.99 -1.54 0.104
H -2.69 -3.46 -1.09 0.095
H -4.99 -3.69 0.67 0.094
H 6.55 2.39 -0.94 0.042
H 5.53 1.05 -1.31 0.053
H 4.09 2.07 -2.98 -0.175
O 9.74 -0.30 -0.52 -0.302
P 8.52 0.55 -0.16 -0.121
O 8.58 1.85 -0.98 -0.268
O 8.50 0.93 1.32 -0.269
O 7.23 -0.24 -0.47 -0.327

***

# 4
41
Properties=species:S:1:pos:R:3:lowdin_charge:R:1 method="wB97M-V/def2-TZVPD" homo_ev="-16.5 / -16.5" charge=+2 largest_force_ha_per_bohr=0.014 homo_lumo_gap_ev="5.77 / 5.77"
Pt 0.83 -0.11 -0.40 1.230
C 2.93 1.68 1.14 -0.061
N 1.98 1.80 0.01 -0.401
C 2.72 2.16 -1.22 -0.059
C 0.93 2.80 0.30 -0.164
C -0.26 2.12 0.96 -0.133
N -0.68 1.02 0.07 -0.030
C -1.96 0.66 0.01 -0.112
C -2.47 0.13 -1.23 -0.133
F -1.68 0.08 -2.27 0.160
C -3.80 -0.18 -1.37 -0.176
F -4.25 -0.61 -2.52 0.179
C -4.67 -0.02 -0.29 0.216
C -4.21 0.48 0.93 -0.174
F -5.04 0.60 1.94 0.183
C -2.89 0.84 1.09 -0.103
F -2.46 1.26 2.25 0.179
H 3.49 2.60 1.26 0.113
H 3.63 0.87 0.95 0.095
H 2.39 1.47 2.06 0.096
H 3.15 3.16 -1.14 0.114
H 2.05 2.14 -2.08 0.093
H 3.53 1.46 -1.38 0.100
H 0.61 3.25 -0.63 0.138
H 1.31 3.59 0.95 0.151
H -1.08 2.81 1.13 0.149
H 0.03 1.67 1.93 0.145
H -5.71 -0.28 -0.40 0.178
C 1.75 -2.16 0.70 -0.070
C 1.08 -2.80 -0.54 -0.484
C 0.66 -4.23 -0.23 -0.046
C -0.06 -1.89 -0.93 -0.215
H 2.75 -2.55 0.89 0.120
H 1.13 -2.28 1.59 0.105
H 2.03 -1.04 0.69 0.027
H 1.82 -2.82 -1.36 0.140
H 0.01 -4.26 0.64 0.093
H 1.53 -4.86 -0.03 0.099
H 0.12 -4.66 -1.07 0.097
H -0.99 -2.11 -0.40 0.083
H -0.24 -1.82 -2.00 0.080

***

# 5
51
Properties=species:S:1:pos:R:3:lowdin_charge:R:1 method="wB97M-V/def2-TZVPD" homo_ev=-13.5 charge=+1 largest_force_ha_per_bohr=0.007 homo_lumo_gap_ev=9.83
C 4.39 3.09 -2.49 -0.078
C 3.73 2.08 -1.57 -0.189
C 4.08 0.65 -1.92 -0.296
F 3.90 0.40 -3.26 0.035
C 3.23 -0.37 -1.15 -0.254
C 3.93 -1.70 -0.96 -0.025
N 3.01 -2.65 -0.22 0.090
C 1.60 -2.73 -0.77 -0.051
C 1.11 -1.31 -1.10 -0.353
S -0.41 -1.54 -2.08 0.806
O -0.07 -1.71 -3.45 -0.210
O -1.18 -2.46 -1.30 -0.243
C -1.25 0.13 -1.90 -0.671
F -2.55 -0.08 -1.88 0.159
F -0.93 0.94 -2.88 0.198
F -0.89 0.68 -0.74 0.143
O 2.02 -0.59 -1.86 -0.048
H 4.14 2.89 -3.53 0.081
H 4.05 4.10 -2.25 0.082
H 5.48 3.07 -2.38 0.084
H 2.64 2.19 -1.59 0.125
H 4.05 2.24 -0.53 0.126
H 5.14 0.44 -1.72 0.162
H 2.98 0.06 -0.16 0.172
H 4.14 -2.17 -1.93 0.162
H 4.84 -1.62 -0.38 0.152
H 2.98 -2.40 0.77 0.193
H 3.40 -3.59 -0.26 0.191
H 1.63 -3.35 -1.66 0.155
H 0.96 -3.20 -0.02 0.149
H 0.81 -0.77 -0.19 0.152
C -5.74 1.55 -0.24 -0.035
C -4.46 1.16 0.47 -0.332
O -4.92 0.67 1.71 0.101
C -6.22 0.25 1.56 -0.536
O -6.80 -0.39 2.36 0.204
O -6.69 0.67 0.37 0.083
F -3.63 2.22 0.69 0.075
H -5.99 2.58 -0.01 0.149
H -5.72 1.39 -1.31 0.142
H -3.88 0.37 -0.01 0.151
C -2.00 0.71 4.44 -0.033
C -1.90 0.09 3.06 -0.311
O -1.08 -1.04 3.28 0.113
C -1.15 -1.39 4.60 -0.549
O -0.70 -2.38 5.05 0.189
O -1.80 -0.43 5.29 0.085
F -1.29 0.90 2.15 0.055
H -1.18 1.42 4.59 0.146
H -2.96 1.17 4.65 0.146
H -2.86 -0.24 2.64 0.157

***

# 6
46
Properties=species:S:1:pos:R:3:lowdin_charge:R:1 method="wB97M-V/def2-TZVPD" homo_ev=-3.8 charge=-1 largest_force_ha_per_bohr=0.211 homo_lumo_gap_ev=5.63
Li 53.41 55.68 41.92 0.628
S 54.51 52.78 42.89 0.133
O 55.90 52.59 42.74 -0.364
O 54.07 52.26 44.24 -0.408
O 54.09 54.15 42.71 -0.506
O 53.82 52.11 41.82 -0.412
C 50.78 56.43 42.98 -0.073
O 51.35 55.86 41.77 -0.190
H 50.04 57.27 42.58 0.133
H 51.54 56.40 43.72 0.064
H 50.01 55.86 43.25 0.023
H 50.96 55.06 41.38 0.103
C 53.27 55.80 38.63 -0.106
O 53.63 55.11 39.85 -0.166
H 52.79 56.59 39.09 0.029
H 52.49 55.22 38.02 0.101
H 54.26 56.06 38.04 0.116
H 53.84 54.20 39.80 0.062
C 54.11 58.59 40.98 -0.004
C 54.45 59.25 39.72 0.054
C 55.60 58.76 38.97 -0.345
C 56.53 57.88 39.57 -0.007
C 56.15 57.30 40.75 0.009
C 54.99 57.72 41.48 -0.290
O 54.62 57.16 42.73 -0.035
O 55.82 59.29 37.77 0.032
H 53.30 58.84 41.34 0.035
H 53.72 59.97 39.52 0.088
H 57.40 57.60 39.04 0.107
H 56.88 56.55 41.01 0.129
H 55.50 56.82 43.01 0.131
H 55.01 59.20 37.22 0.137
C 53.46 55.81 45.68 0.016
C 53.24 57.20 45.99 -0.045
C 52.78 57.59 47.19 -0.363
C 52.38 56.62 48.15 -0.024
C 52.48 55.31 47.78 -0.052
C 52.97 54.87 46.58 -0.351
O 52.90 53.56 46.23 0.012
O 52.62 58.90 47.58 -0.023
H 53.85 55.50 44.56 0.137
H 53.48 57.88 45.25 0.075
H 51.90 56.72 49.08 0.087
H 52.18 54.50 48.41 0.112
H 53.19 53.14 45.35 0.066
H 52.79 59.04 48.58 0.145

***

# 7
37
Properties=species:S:1:pos:R:3:lowdin_charge:R:1 method="wB97M-V/def2-TZVPD" homo_ev=-8.0 largest_force_ha_per_bohr=0.142 smiles="Cc1c[nH]c2ccccc12.CCN(C)C(C)=O" homo_lumo_gap_ev=8.64
C -0.80 3.20 3.91 -0.048
C -0.18 3.00 2.52 -0.249
C -0.40 3.74 1.42 -0.037
N 0.55 3.36 0.41 0.053
C 1.25 2.26 0.83 -0.234
C 2.05 1.41 0.07 -0.011
C 2.41 0.20 0.78 -0.106
C 2.07 0.03 2.10 -0.133
C 1.35 0.95 2.87 -0.014
C 0.83 2.04 2.19 -0.145
H -0.48 2.41 4.67 0.083
H -1.92 3.20 3.87 0.083
H -0.42 4.17 4.32 0.082
H -1.03 4.64 1.10 0.140
H 0.49 3.73 -0.52 0.138
H 2.54 1.64 -0.89 0.107
H 2.95 -0.66 0.24 0.122
H 2.37 -0.90 2.46 0.074
H 1.07 0.65 3.87 0.103
C 0.60 -1.09 -3.47 -0.107
C 0.27 -1.94 -2.21 -0.117
N -1.06 -2.83 -2.10 -0.098
C -1.88 -3.62 -3.12 -0.026
C -1.83 -2.58 -1.06 -0.554
C -1.52 -1.74 0.23 0.027
O -2.94 -2.98 -1.26 -0.023
H 0.77 -1.34 -4.56 0.086
H 1.84 -0.90 -3.40 0.132
H 0.24 -0.21 -3.64 -0.033
H 1.17 -2.71 -2.29 0.134
H 0.16 -1.41 -1.24 0.081
H -1.17 -3.42 -3.90 0.060
H -1.94 -4.64 -2.73 0.085
H -2.94 -2.97 -3.10 0.158
H -1.75 -0.78 -0.04 0.055
H -2.14 -2.06 1.10 0.106
H -0.58 -1.88 0.59 0.027

***

# 8
40
Properties=species:S:1:pos:R:3:lowdin_charge:R:1 method="wB97M-V/def2-TZVPD" homo_ev=-8.8 largest_force_ha_per_bohr=0.115 smiles="CSCC[C@H](NC(=O)[C@@H](N)Cc1ccccc1)C(=O)O" homo_lumo_gap_ev=9.26
C -4.50 -2.16 -1.22 -0.367
S -4.69 -0.32 -0.69 0.778
C -4.49 -0.33 1.12 -0.484
C -2.88 -0.14 1.36 -0.131
C -2.01 0.53 0.03 -0.301
N -0.70 0.38 0.38 0.071
C -0.05 -0.80 0.21 -0.370
O -0.71 -1.85 0.07 0.009
C 1.53 -0.68 0.51 -0.212
N 2.09 -2.05 0.81 0.030
C 2.28 0.15 -0.65 -0.097
C 3.73 0.12 -0.46 -0.262
C 4.39 1.40 -0.61 -0.036
C 5.72 1.45 -0.27 -0.082
C 6.49 0.25 0.17 -0.078
C 5.88 -0.98 -0.08 -0.118
C 4.55 -0.89 -0.33 -0.130
C -2.36 1.97 0.01 -0.450
O -1.55 2.84 0.42 0.060
O -3.63 2.38 -0.28 0.041
H -3.31 -2.46 -1.41 0.085
H -5.21 -2.32 -2.18 0.063
H -4.81 -3.03 -0.56 0.036
H -4.84 -1.37 1.58 0.097
H -4.98 0.62 1.82 0.150
H -2.72 0.50 2.33 0.132
H -2.32 -1.21 1.34 0.124
H -2.41 0.12 -0.92 0.106
H -0.21 1.23 0.42 0.108
H 1.67 -0.15 1.50 0.155
H 1.67 -2.99 0.43 0.137
H 2.09 -2.32 1.71 0.012
H 1.99 -0.37 -1.54 0.102
H 1.67 1.27 -0.77 0.189
H 3.82 2.22 -0.95 0.090
H 6.11 2.43 -0.01 0.087
H 7.48 0.41 0.83 0.138
H 6.62 -1.89 -0.08 0.146
H 4.35 -1.92 -0.24 0.090
H -3.89 1.79 -1.08 0.081

***

# 9
37
Properties=species:S:1:pos:R:3:lowdin_charge:R:1 method="wB97M-V/def2-TZVPD" homo_ev=-14.9 charge=+2 largest_force_ha_per_bohr=0.079 homo_lumo_gap_ev=6.30
C -0.58 0.84 3.80 -0.214
C -0.49 -0.64 3.71 -0.248
H 0.52 0.99 3.92 0.071
H -1.23 1.16 4.67 0.124
H -0.99 1.66 3.05 0.095
H -0.25 -1.57 3.04 0.098
H 0.32 -0.85 4.47 0.113
H -1.51 -0.91 4.04 0.085
C 0.28 2.82 -0.57 -0.049
C 0.56 3.57 -1.66 0.010
C 0.75 2.90 -2.85 0.037
C 0.67 1.50 -3.00 0.061
H 0.14 3.24 0.41 0.141
H 0.63 4.64 -1.52 0.143
H 0.99 3.49 -3.71 0.133
H 0.87 0.95 -3.98 0.148
N 0.14 1.47 -0.71 -0.101
C 0.36 0.71 -1.89 -0.164
C 0.25 -0.74 -1.88 -0.163
N 0.00 -1.46 -0.69 -0.113
C -0.14 -2.81 -0.56 -0.037
C 0.19 -2.94 -2.87 0.036
C -0.05 -3.60 -1.68 0.017
H -0.31 -3.17 0.43 0.133
H -0.17 -4.67 -1.57 0.146
C 0.37 -1.54 -3.03 0.069
H 0.59 -1.02 -4.01 0.150
H 0.27 -3.55 -3.75 0.131
Zr -0.21 0.01 0.75 1.705
C -2.51 0.04 0.56 -0.279
H -2.78 -1.02 0.33 -0.003
H -2.63 0.68 -0.35 0.002
H -3.09 0.44 1.42 0.001
C 1.96 -0.13 1.39 -0.274
H 2.50 0.70 0.90 0.001
H 2.35 -1.05 0.94 0.000
H 2.23 -0.13 2.45 -0.005

***

# 10
46
Properties=species:S:1:pos:R:3:lowdin_charge:R:1 method="wB97M-V/def2-TZVPD" homo_ev=-19.0 charge=+3 largest_force_ha_per_bohr=0.009 homo_lumo_gap_ev=6.29
W 0.07 -0.62 -0.83 1.971
O 0.27 0.06 1.29 -0.151
C 1.49 -0.03 2.12 -0.076
C 1.87 -1.48 2.44 -0.087
N 2.01 -2.37 1.30 -0.131
C 3.10 -2.19 0.35 0.015
C 2.28 -1.51 -0.70 -0.448
O 1.45 -2.14 -1.43 -0.061
O 2.01 -0.23 -0.61 -0.107
C 1.20 -3.54 1.16 -0.020
C -0.02 -3.41 0.23 -0.404
O -0.58 -4.26 -0.36 0.231
O -0.50 -2.07 0.17 -0.237
H -0.48 -0.26 1.81 0.146
H 1.28 0.51 3.04 0.157
H 2.26 0.50 1.57 0.133
H 1.12 -1.91 3.11 0.147
H 2.80 -1.43 3.02 0.159
H 3.52 -3.13 0.01 0.165
H 3.89 -1.54 0.74 0.167
H 0.79 -3.86 2.13 0.168
H 1.77 -4.39 0.79 0.166
C -2.07 2.68 -0.40 0.091
C -1.25 1.49 -0.59 -0.528
O -0.01 1.48 -0.85 -0.096
O -1.74 0.27 -0.54 -0.091
H -2.48 2.98 -1.38 0.142
H -1.46 3.51 -0.04 0.130
H -2.92 2.47 0.25 0.127
C -2.04 -3.19 -6.22 0.045
C -1.80 -2.64 -4.87 -0.168
C -2.51 -2.98 -3.74 0.092
C -2.20 -2.44 -2.49 -0.186
N -1.14 -1.58 -2.41 -0.032
C -0.51 -1.19 -3.52 -0.667
S 0.64 0.03 -3.20 0.970
N -0.81 -1.71 -4.71 0.188
C -3.07 -2.72 -1.33 0.024
H -3.07 -3.52 -6.33 0.119
H -1.40 -4.07 -6.36 0.135
H -1.80 -2.48 -7.01 0.115
H -3.34 -3.67 -3.82 0.162
H -0.30 -1.39 -5.53 0.197
H -3.12 -3.79 -1.15 0.123
H -4.08 -2.39 -1.58 0.133
H -2.76 -2.21 -0.42 0.072